[1]
Formula: C38H48AsBrN5O4RhS3Si3
Source: the Open Molecules 2025 dataset
Level of theory: wB97M-V/def2-TZVPD

Results
energy relative to the best compared isomer or geometry (same formula, charge and spin)	0.000	eV

Structure (ORCA input):
```
! wB97M-V def2-TZVPD RIJCOSX def2/J DEFGRID3
* xyz 0 1
Rh -0.42 -0.04 0.07
N -0.38 -0.14 2.12
N 0.90 0.27 2.57
C 1.96 0.06 1.62
O 3.09 0.01 2.05
O 1.59 -0.02 0.39
H -1.09 0.38 2.62
H -0.53 -1.15 2.26
H 1.15 -0.09 3.48
Br 6.26 4.46 0.14
C 4.81 4.82 -1.03
C 4.32 6.11 -1.13
C 3.27 6.36 -1.99
C 2.68 5.33 -2.71
C 3.20 4.04 -2.62
C 4.27 3.78 -1.78
N 1.63 5.75 -3.61
N 0.70 5.03 -3.99
C 0.38 3.78 -3.38
C 0.09 2.74 -4.24
C -0.13 1.44 -3.80
C -0.16 1.16 -2.44
O -0.33 -0.03 -1.95
C -0.01 2.26 -1.54
N -0.12 1.96 -0.22
C 0.10 2.88 0.69
C 0.35 4.22 0.33
C 0.40 4.56 -0.99
C 0.28 3.57 -1.99
H 4.77 6.91 -0.56
H 2.88 7.36 -2.12
H 2.80 3.22 -3.21
H 4.68 2.78 -1.70
H 0.12 2.96 -5.31
H -0.28 0.63 -4.51
H 0.10 2.56 1.72
H 0.48 4.95 1.11
H 0.54 5.60 -1.27
C -3.19 -1.90 2.74
Si -4.02 -1.66 1.08
C -5.80 -1.17 1.44
C -4.01 -3.22 0.08
As -2.92 0.09 -0.11
Si -3.87 0.10 -2.30
C -5.69 -0.35 -2.18
C -3.02 -1.13 -3.41
C -3.74 1.83 -3.00
Si -3.73 2.10 0.85
C -3.04 2.19 2.60
C -5.60 2.19 0.98
C -3.18 3.60 -0.13
H -3.71 -2.72 3.26
H -3.26 -1.02 3.38
H -2.15 -2.22 2.63
H -6.31 -2.06 1.81
H -6.34 -0.82 0.57
H -5.86 -0.41 2.22
H -4.43 -4.02 0.68
H -3.00 -3.49 -0.21
H -4.62 -3.13 -0.83
H -5.83 -1.35 -1.78
H -6.11 -0.33 -3.19
H -6.26 0.35 -1.57
H -3.36 -2.15 -3.20
H -1.94 -1.09 -3.30
H -3.28 -0.90 -4.44
H -4.51 2.49 -2.58
H -3.89 1.79 -4.08
H -2.77 2.29 -2.83
H -3.26 1.29 3.18
H -3.49 3.04 3.12
H -1.96 2.36 2.60
H -5.98 1.73 1.89
H -6.11 1.74 0.13
H -5.88 3.25 1.00
H -2.25 3.45 -0.67
H -3.04 4.44 0.55
H -3.95 3.88 -0.85
O -0.72 -2.04 0.28
C 0.14 -3.15 0.25
C 1.55 -2.91 -0.28
C 1.88 -2.26 -1.43
C 3.26 -2.36 -1.75
C 3.95 -3.11 -0.86
S 2.94 -3.69 0.39
C -0.45 -4.17 -0.73
C -1.15 -3.83 -1.85
C -1.45 -4.95 -2.68
C -0.96 -6.11 -2.17
S -0.13 -5.86 -0.70
C 0.17 -3.66 1.69
C 0.91 -3.14 2.72
C 0.53 -3.65 3.99
C -0.49 -4.54 3.91
S -0.99 -4.78 2.29
H 1.15 -1.73 -2.02
H 3.71 -1.88 -2.61
H 5.00 -3.33 -0.85
H -1.41 -2.81 -2.06
H -2.00 -4.89 -3.61
H -1.04 -7.11 -2.58
H 1.72 -2.43 2.57
H 1.02 -3.38 4.92
H -0.95 -5.10 4.71
*
```

Results of the Löwdin charge analysis, in e, for atoms 1 through 4: Rh 0.9991; N -0.0463; N 0.0279; C -0.7042

***

[2]
Formula: C4H7NO
Source: the Open Molecules 2025 dataset
Level of theory: wB97M-V/def2-TZVPD

Results
energy relative to the best compared isomer or geometry (same formula, charge and spin)	5.468	eV

Structure (ORCA input):
```
! wB97M-V def2-TZVPD RIJCOSX def2/J DEFGRID3
* xyz 0 1
O 2.51 -0.02 0.94
C 0.42 0.35 -0.87
C 0.00 -1.11 -0.75
C -1.20 -0.30 -0.48
N -1.19 0.11 0.92
C -0.38 0.99 0.10
H 1.83 0.38 1.49
H 2.32 0.33 0.05
H 0.31 -1.69 0.12
H 0.09 -1.64 -1.69
H -2.06 -0.12 -1.12
H -2.05 0.59 1.16
H -0.60 2.05 0.08
*
```

Results of the natural (NBO) charge analysis, in e, for atoms 1 through 4: O -0.9348; C -0.1521; C -0.4946; C 0.0332

***

[3]
Formula: C4H9N2
Source: the Open Molecules 2025 dataset
Level of theory: wB97M-V/def2-TZVPD

Results
energy relative to the best compared isomer or geometry (same formula, charge and spin)	4.445	eV
SMILES	C=[N+](C)N1CC1

Structure (ORCA input):
```
! wB97M-V def2-TZVPD RIJCOSX def2/J DEFGRID3
* xyz 1 1
C -1.82 0.05 -0.24
C 1.74 0.14 -0.49
C 0.79 0.64 -1.51
C -0.46 -0.55 1.69
N 0.40 0.61 -0.13
N -0.67 -0.06 0.34
H -1.74 0.45 -1.24
H -2.66 -0.47 0.28
H 1.98 -0.87 -0.38
H 2.56 0.80 -0.26
H 0.87 1.60 -1.92
H 0.07 0.03 -2.08
H 0.26 -0.01 2.25
H -0.11 -1.56 1.37
H -1.23 -0.79 2.32
*
```

Results of the natural (NBO) charge analysis, in e, for atoms 1 through 4: C -0.0074; C -0.2130; C -0.2329; C -0.4310

***

[4]
Formula: C15H7Cl4LiO2
Source: the Open Molecules 2025 dataset
Level of theory: wB97M-V/def2-TZVPD

Results
energy relative to the best compared isomer or geometry (same formula, charge and spin)	0.594	eV

Structure (ORCA input):
```
! wB97M-V def2-TZVPD RIJCOSX def2/J DEFGRID3
* xyz 0 1
Cl 3.63 -3.03 -3.15
C 2.18 -2.12 -3.13
C 2.18 -0.75 -3.13
Cl 3.64 0.16 -3.15
C 0.92 0.06 -3.10
O 0.92 1.29 -3.12
C -0.34 -0.74 -3.05
Cl -1.79 0.18 -3.01
C -0.34 -2.11 -3.07
Cl -1.80 -3.01 -3.04
C 0.92 -2.91 -3.12
O 0.91 -4.14 -3.14
C -0.93 2.95 1.61
Li -1.88 0.85 3.17
C -2.01 2.43 0.86
C -1.73 1.10 0.54
C -0.58 0.67 1.31
C -0.13 1.82 2.07
C 0.44 1.60 3.34
C 0.61 0.31 3.81
C 0.17 -0.79 3.07
C -0.43 -0.61 1.84
H -0.77 3.99 1.86
H -2.85 3.00 0.48
H -2.22 0.50 -0.22
H 0.73 2.44 3.97
H 1.09 0.13 4.77
H 0.30 -1.79 3.45
H -0.85 -1.45 1.29
*
```

Results of the natural (NBO) charge analysis, in e, for atoms 1 through 4: Cl 0.0977; C -0.1206; C -0.0994; Cl 0.1003

***

[5]
Formula: C4H10N2O3
Source: the Open Molecules 2025 dataset
Level of theory: wB97M-V/def2-TZVPD

Results
energy relative to the best compared isomer or geometry (same formula, charge and spin)	8.517	eV

Structure (ORCA input):
```
! wB97M-V def2-TZVPD RIJCOSX def2/J DEFGRID3
* xyz 0 1
C -1.09 0.55 0.57
C 0.32 -0.18 0.70
C 1.01 -0.41 -0.67
C -2.12 -0.42 -0.25
H -0.75 2.70 0.35
H -1.73 1.98 -0.64
H -1.40 0.67 1.83
H 0.24 -0.83 1.29
H 0.79 0.45 1.15
H 0.39 -1.29 -1.07
H 1.10 0.71 -1.41
H 2.53 -1.55 -0.90
H 3.66 0.07 0.71
H -2.62 -2.05 -0.16
N -0.98 1.76 -0.21
N 2.37 -0.87 -0.32
O 3.18 0.27 -0.28
O -2.09 -1.57 0.31
O -2.81 0.01 -1.01
*
```

Results of the natural (NBO) charge analysis, in e, for atoms 1 through 4: C -0.1175; C -0.3833; C -0.2504; C 0.7950

***

[6]
Formula: C27H44F5N4O14S
Source: the Open Molecules 2025 dataset
Level of theory: wB97M-V/def2-TZVPD

Structure (ORCA input):
```
! wB97M-V def2-TZVPD RIJCOSX def2/J DEFGRID3
* xyz 1 1
N 0.71 -1.34 5.03
C 1.12 -1.28 3.77
N 0.72 -2.25 2.85
C 0.05 -1.65 1.69
C 0.90 -0.49 1.05
S -0.15 0.93 0.71
O 0.52 2.01 0.06
O -1.18 0.44 -0.15
C -1.05 1.56 2.21
F -2.21 0.90 2.26
F -0.41 1.31 3.38
C -1.39 3.08 2.15
F -1.91 3.37 3.36
F -2.31 3.33 1.25
F -0.32 3.85 2.02
C 2.16 -0.27 1.90
C 3.00 0.94 1.45
C 2.90 2.10 2.17
C 3.68 3.17 1.76
C 4.45 2.94 0.66
C 4.49 1.74 0.00
N 3.73 0.72 0.39
N 1.91 -0.27 3.35
H -0.25 -1.57 5.24
H 1.35 -1.11 5.78
H 1.55 -2.74 2.51
H -0.91 -1.24 2.03
H -0.18 -2.40 0.94
H 1.23 -0.85 0.08
H 2.82 -1.13 1.70
H 2.24 2.20 3.03
H 3.68 4.11 2.28
H 5.07 3.74 0.29
H 5.13 1.59 -0.87
H 2.76 -0.16 3.90
C -4.45 1.98 -0.62
C -5.18 0.66 -0.75
O -6.18 0.50 0.26
C -7.31 1.20 0.06
O -7.54 1.91 -0.88
O -8.12 0.97 1.09
C -9.34 1.73 1.05
H -4.05 2.10 0.39
H -3.63 2.04 -1.34
H -5.13 2.82 -0.80
H -4.47 -0.16 -0.60
H -5.61 0.53 -1.74
H -9.86 1.59 0.11
H -9.12 2.78 1.21
H -9.96 1.37 1.86
C -4.67 -4.88 1.39
C -3.27 -4.43 1.72
O -2.74 -5.12 2.86
C -2.33 -6.37 2.64
O -2.36 -6.94 1.58
O -1.90 -6.88 3.79
C -1.52 -8.26 3.72
H -5.32 -4.79 2.26
H -5.08 -4.29 0.57
H -4.68 -5.93 1.09
H -3.29 -3.37 1.99
H -2.60 -4.54 0.87
H -0.79 -8.42 2.93
H -2.40 -8.88 3.56
H -1.08 -8.52 4.67
C -0.06 3.53 -2.20
C -0.83 4.47 -3.10
O -0.08 5.65 -3.42
C 0.89 5.48 -4.33
O 1.16 4.45 -4.89
O 1.51 6.65 -4.50
C 2.63 6.59 -5.38
H 0.28 4.06 -1.31
H -0.68 2.69 -1.90
H 0.82 3.14 -2.70
H -1.72 4.83 -2.58
H -1.16 3.98 -4.01
H 2.35 6.17 -6.34
H 3.43 6.01 -4.93
H 2.97 7.61 -5.53
C 7.27 -1.97 -5.11
C 5.95 -2.69 -4.93
O 5.75 -3.11 -3.56
C 5.41 -2.16 -2.71
O 5.23 -0.99 -2.97
O 5.29 -2.70 -1.50
C 5.01 -1.75 -0.47
H 8.09 -2.58 -4.75
H 7.43 -1.73 -6.16
H 7.28 -1.04 -4.54
H 5.94 -3.60 -5.52
H 5.11 -2.08 -5.26
H 4.14 -1.16 -0.72
H 5.87 -1.10 -0.32
H 4.82 -2.31 0.44
*
```

Results of the Löwdin charge analysis, in e, for atoms 1 through 4: N 0.2553; C -0.3286; N 0.0774; C -0.1187

***

no.,E_tot (eV),gap between HOMO and LUMO (eV)
1,-245856.761,7.110
2,-7794.176,9.185
3,-7263.697,9.766
4,-70056.124,4.216
5,-13425.340,9.269
6,-87753.067,7.369